Record 1
Density functional theory data (wB97M-V/def2-TZVPD) for a structure of composition C34H51N4OP2Pd at a distorted geometry.

As for the total charge: +1. The multiplicity is 3. The value obtained for the strongest force on any atom is 6.204 eV/A. The calculation puts the total energy at -2430.7172 Eh. The expectation value of S² is 2.017. Its HOMO energy (alpha / beta) is -8.632 / -8.591 eV. Its molecular weight is 700.18 g mol⁻¹. The frontier orbital gap (alpha / beta) comes out at 6.0 / 5.2 eV.

Positions of all 93 atoms, in Å:
C -1.441 -1.673 -1.690
C 0.673 -2.517 -1.144
C -1.547 -2.532 -2.786
C 0.515 -3.553 -2.117
C -0.589 -3.538 -2.946
H -2.394 -2.408 -3.454
H 1.318 -4.280 -2.213
H -0.720 -4.287 -3.725
N -0.420 -1.750 -0.839
P -2.591 -0.280 0.364
P 2.337 -0.818 0.431
C -2.481 -0.589 -1.441
H -2.175 0.338 -1.949
H -3.447 -0.882 -1.869
C 1.919 -2.183 -0.588
H 2.691 -2.949 -0.728
C 3.644 -0.024 -0.788
C 3.277 -1.470 1.985
C -3.466 1.387 0.463
C -3.703 -1.748 0.847
C 3.648 1.474 -0.472
H 3.867 1.676 0.585
H 4.428 1.959 -1.078
H 2.688 1.938 -0.720
C 5.059 -0.603 -0.646
H 5.508 -0.445 0.340
H 5.089 -1.671 -0.899
H 5.705 -0.089 -1.374
C 3.254 -0.262 -2.251
H 3.910 0.342 -2.893
H 3.361 -1.311 -2.542
H 2.227 0.042 -2.465
C 4.055 -0.298 2.611
H 3.379 0.532 2.863
H 4.516 -0.650 3.546
H 4.857 0.095 1.977
C 2.280 -1.970 3.035
H 1.632 -1.171 3.407
H 1.661 -2.793 2.658
H 2.856 -2.354 3.892
C 4.179 -2.658 1.637
H 4.990 -2.414 0.948
H 4.644 -3.012 2.569
H 3.593 -3.483 1.215
C -4.266 -1.481 2.251
H -4.796 -2.389 2.577
H -3.473 -1.282 2.984
H -4.992 -0.657 2.260
C -2.849 -3.027 0.884
H -2.499 -3.314 -0.114
H -1.987 -2.935 1.551
H -3.484 -3.844 1.260
C -4.859 -2.011 -0.133
H -5.483 -2.804 0.306
H -5.502 -1.139 -0.293
H -4.511 -2.382 -1.104
C -2.684 2.429 -0.353
H -2.719 2.229 -1.431
H -3.141 3.417 -0.183
H -1.634 2.483 -0.043
C -3.481 1.837 1.931
H -2.462 1.955 2.316
H -3.984 2.815 1.989
H -4.022 1.142 2.584
C -4.901 1.306 -0.082
H -4.936 0.915 -1.110
H -5.568 0.716 0.562
H -5.308 2.330 -0.111
Pd -0.186 -0.253 0.909
C -0.725 -1.036 2.535
O -1.062 -1.553 3.523
N 0.278 0.870 -0.663
C 0.540 1.161 -1.783
C 0.587 2.122 -2.868
C 0.336 3.487 -2.610
C 0.920 1.717 -4.175
C 0.462 4.435 -3.633
H 0.056 3.793 -1.599
C 1.053 2.670 -5.189
H 1.075 0.656 -4.374
C 0.819 4.026 -4.924
H 0.282 5.492 -3.418
H 1.342 2.352 -6.195
H 0.913 4.766 -5.723
N 0.122 1.329 3.725
C 0.416 2.506 4.319
C 0.715 3.387 3.297
C 0.593 2.670 2.098
N 0.212 1.406 2.386
H -0.144 0.496 4.244
H 0.391 2.629 5.389
H 0.988 4.423 3.389
H 0.771 3.016 1.083

Cartesian forces (eV/Å) of the 6 atoms listed first:
-0.534 -0.428 -1.200
1.276 0.758 0.720
-0.750 1.115 0.641
-0.610 -0.226 -0.585
0.993 -0.378 0.534
0.135 -0.173 0.060

Record 2
Density functional theory data (wB97M-V/def2-TZVPD) for a structure of composition C34H52AsN2OS2Se2Si3Te3Zr at a distorted geometry.

As for the total charge: -1. The value obtained for the strongest force on any atom is 3.421 eV/A. The calculation puts the total energy at -11066.3113 Eh. The value obtained for the relative energy (zero: lowest compared OMol25 entry of this formula, charge and spin) is 283.80 kJ/mol. Its HOMO energy is -3.344 eV. Its molecular weight is 1360.06 g mol⁻¹. The frontier orbital gap comes out at 4.8 eV.

Positions of all 101 atoms, in Å:
Zr -3.396 3.601 -0.337
C -3.514 0.415 2.443
C -2.028 0.336 2.634
N -1.700 -0.896 2.765
N -0.479 -1.251 3.369
C 0.467 -1.771 2.714
S 0.457 -1.592 0.897
S 1.842 -2.538 3.411
C 1.243 -2.836 5.104
C 1.831 -1.926 6.116
C 1.429 -0.628 6.171
C 2.089 0.270 7.013
C 3.176 -0.103 7.798
C 3.505 -1.457 7.847
C 2.833 -2.343 7.003
C -1.029 1.516 2.782
C 0.069 1.580 3.689
C 0.920 2.654 3.842
C 0.634 3.786 2.969
C -0.323 3.726 2.020
C -1.262 2.612 1.987
O -2.298 2.723 1.091
H -4.026 0.598 3.463
H -3.930 1.107 1.730
H -3.708 -0.536 2.040
H 0.164 -2.723 5.046
H 1.433 -3.840 5.349
H 0.595 -0.254 5.565
H 1.843 1.285 7.034
H 3.803 0.616 8.305
H 4.438 -1.659 8.312
H 3.272 -3.321 6.860
H 0.184 0.722 4.344
H 1.703 2.743 4.581
H 1.281 4.691 3.143
H -0.473 4.609 1.413
Se -5.326 1.981 -0.903
Te -7.097 2.996 0.652
Te -7.005 2.054 3.255
Se -3.190 5.900 -1.024
C 3.505 -8.209 -0.969
C 3.285 -6.800 -0.631
C 2.052 -6.248 -0.988
C 1.760 -4.933 -0.745
C 0.432 -4.391 -1.198
C 2.802 -4.129 -0.207
Te 2.586 -2.038 -0.032
C 4.001 -4.686 0.223
C 5.150 -3.893 0.882
C 4.233 -6.028 0.081
H 2.807 -8.948 -0.520
H 4.502 -8.541 -0.713
H 3.403 -8.177 -2.058
H 1.328 -6.899 -1.463
H 0.546 -3.805 -2.133
H -0.053 -3.760 -0.473
H -0.216 -5.265 -1.443
H 4.712 -3.291 1.582
H 5.619 -3.335 0.113
H 5.856 -4.643 1.258
H 5.063 -6.585 0.488
C -2.029 3.059 -6.292
Si -2.654 3.947 -4.694
C -4.565 4.110 -4.699
C -1.806 5.661 -4.622
As -1.925 2.757 -2.777
Si 0.362 2.717 -2.509
C 0.870 1.550 -1.172
C 1.403 2.252 -3.970
C 0.880 4.350 -1.865
Si -2.174 0.452 -3.138
C -2.115 -0.501 -1.516
C -3.652 0.177 -4.150
C -0.654 -0.100 -4.195
H -2.469 2.055 -6.431
H -0.950 2.973 -6.380
H -2.347 3.682 -7.110
H -4.903 4.243 -5.730
H -4.696 5.044 -4.138
H -5.134 3.212 -4.216
H -2.237 6.333 -5.358
H -0.725 5.617 -4.787
H -1.997 6.089 -3.592
H 0.196 1.655 -0.316
H 1.841 1.794 -0.767
H 0.832 0.541 -1.560
H 1.441 1.221 -4.279
H 2.293 2.606 -3.521
H 1.287 2.794 -4.861
H 1.923 4.431 -1.796
H 0.498 4.484 -0.824
H 0.451 5.136 -2.455
H -3.056 -0.518 -0.905
H -1.314 -0.047 -0.890
H -1.816 -1.469 -1.711
H -3.216 -0.125 -5.146
H -4.409 0.986 -4.274
H -4.160 -0.779 -3.861
H 0.205 -0.199 -3.508
H -0.427 0.653 -4.879
H -0.852 -1.093 -4.654

Cartesian forces (eV/Å) of the 6 atoms listed first:
-0.001 -0.472 -0.125
-0.365 1.470 1.228
1.344 0.464 0.752
1.340 -0.270 0.537
-0.457 -0.269 -0.194
-0.541 1.057 -1.202

Record 3
Density functional theory data (wB97M-V/def2-TZVPD) for a structure of composition C34H52AuN2O2Se at a distorted geometry.

As for the total charge: +1. The multiplicity is 3. The value obtained for the strongest force on any atom is 1.134 eV/A. The calculation puts the total energy at -4123.5965 Eh. The expectation value of S² is 2.068. The value obtained for the relative energy (zero: lowest compared OMol25 entry of this formula, charge and spin) is 0.00 kJ/mol. Its HOMO energy (alpha / beta) is -10.298 / -10.326 eV. Its molecular weight is 796.73 g mol⁻¹. The frontier orbital gap (alpha / beta) comes out at 8.4 / 5.5 eV.

Positions of all 92 atoms, in Å:
Au 0.089 -0.355 0.060
C -7.290 -1.998 1.260
C -7.063 -0.500 1.472
C -7.991 0.275 0.518
C -7.417 -0.149 2.928
C -5.628 -0.085 1.193
C -4.638 -1.004 0.774
C -3.376 -0.585 0.467
Se -2.135 -1.946 -0.115
C -2.194 -1.488 -1.998
C -3.214 -2.007 -2.725
C -3.393 -1.665 -4.097
C -2.530 -0.725 -4.658
C -1.473 -0.146 -3.983
C -1.209 -0.606 -2.626
O -0.135 -0.284 -2.069
C -0.642 0.919 -4.708
C 0.071 0.249 -5.897
C 0.417 1.625 -3.851
C -1.598 2.010 -5.230
C -4.523 -2.311 -4.879
C -4.300 -3.834 -4.886
C -4.582 -1.815 -6.325
C -5.861 -1.988 -4.191
C -3.000 0.825 0.558
O -1.877 1.219 0.199
C -4.006 1.758 1.074
C -5.260 1.264 1.338
C -3.749 3.254 1.304
C -4.127 3.601 2.759
C -4.645 4.054 0.340
C -2.303 3.718 1.093
H -8.335 -2.233 1.467
H -6.676 -2.603 1.933
H -7.083 -2.297 0.229
H -9.026 -0.027 0.690
H -7.742 0.064 -0.526
H -7.924 1.353 0.673
H -8.445 -0.456 3.136
H -7.343 0.923 3.119
H -6.758 -0.668 3.628
H -4.874 -2.054 0.683
H -3.903 -2.687 -2.242
H -2.697 -0.425 -5.682
H 0.737 -0.546 -5.554
H 0.672 0.993 -6.424
H -0.637 -0.180 -6.609
H 1.219 0.955 -3.548
H -0.015 2.068 -2.951
H 0.851 2.429 -4.448
H -2.340 1.626 -5.931
H -1.016 2.772 -5.751
H -2.126 2.491 -4.403
H -3.346 -4.084 -5.357
H -5.098 -4.317 -5.454
H -4.303 -4.254 -3.878
H -3.657 -2.032 -6.865
H -4.778 -0.741 -6.379
H -5.395 -2.325 -6.844
H -5.906 -2.385 -3.174
H -6.679 -2.435 -4.760
H -6.024 -0.909 -4.146
H -6.017 1.956 1.680
H -5.179 3.413 2.979
H -3.937 4.661 2.937
H -3.525 3.024 3.466
H -5.706 3.857 0.508
H -4.412 3.809 -0.700
H -4.474 5.123 0.485
H -1.604 3.192 1.746
H -2.256 4.781 1.337
H -1.968 3.585 0.066
C 1.124 -1.819 2.494
C 1.565 -1.865 3.983
N 1.467 -0.534 4.584
C 0.085 -0.067 4.503
C -0.373 0.011 3.021
N 0.739 -0.425 2.134
C 1.912 0.474 2.366
C 2.338 0.392 3.859
H 0.262 -2.458 2.306
H 1.923 -2.128 1.822
H 2.596 -2.208 4.069
H 0.938 -2.552 4.553
H 0.021 0.912 4.979
H -0.548 -0.753 5.069
H -0.653 1.024 2.729
H -1.228 -0.641 2.830
H 1.616 1.483 2.083
H 2.710 0.156 1.698
H 2.279 1.371 4.334
H 3.366 0.041 3.947

Cartesian forces (eV/Å) of the 6 atoms listed first:
0.926 -0.184 0.628
0.008 0.003 -0.003
-0.020 0.002 0.008
0.008 -0.012 -0.004
0.006 -0.012 0.001
0.085 0.003 -0.015